Here is a molecular structure, C31H52BrMnN4P3 in a non-equilibrium geometry from the Open Molecules 2025 dataset. Energies are from wB97M-V/def2-TZVPD.

Last column: Mulliken charge in e.
Element x y z (Å)
N -5.085000 3.346084 -4.213597  -0.549
C -5.118976 3.796265 -2.959012  -0.410
C -4.485195 3.131153 -1.903259  -0.468
C -3.555981 2.092781 -2.208851  0.445
C -3.559067 1.635533 -3.543720  -0.271
C -4.323378 2.290340 -4.505289  -0.467
C -2.572540 1.590652 -1.265552  -1.382
Mn -0.788845 0.061582 -0.194693  -0.251
P 4.185245 -0.872144 -0.105546  0.048
C -1.187486 1.334795 -1.665743  -0.212
C -0.041749 2.359722 -1.607765  0.487
C 1.016755 2.263241 -2.528579  -0.254
C 2.187059 3.021389 -2.402191  -0.871
C 2.289019 3.943094 -1.350209  0.080
C 1.178219 4.177800 -0.518862  -0.870
C -0.000649 3.416677 -0.674697  0.034
Br 3.982379 4.679094 -1.021137  -0.075
H -2.949698 1.496873 -0.221891  0.440
H -1.019530 0.608628 -2.466575  0.766
H -4.648931 3.482339 -0.884846  0.422
H -2.946490 0.779931 -3.833123  0.275
H -5.666076 4.729852 -2.780687  0.373
H -4.299016 1.970647 -5.542559  0.370
H 0.989820 1.518310 -3.325827  0.520
H -0.844520 3.569856 -0.007712  0.768
H 3.035737 2.882698 -3.070938  0.520
H 1.260792 4.922780 0.250440  0.497
P -1.266689 -2.201261 -0.757049  0.136
C 4.384071 0.932797 -0.124906  0.456
C 5.822073 1.312636 -0.505421  -1.272
H 4.118617 1.274900 0.886713  0.418
H 3.674392 1.368159 -0.842444  -0.382
H 5.927037 2.398338 -0.449268  0.310
H 6.555243 0.844847 0.170891  0.406
H 6.065889 0.998410 -1.531146  0.317
C 3.685593 -1.193844 -1.823051  0.921
C 4.815143 -1.978723 -2.514596  -1.413
H 3.540843 -0.206412 -2.291008  0.279
H 2.731146 -1.732943 -1.830151  -0.534
H 4.555770 -2.167351 -3.558683  0.416
H 5.766626 -1.422582 -2.492499  0.333
H 4.992790 -2.943175 -2.018795  0.418
C 2.993456 -1.272711 1.195988  1.019
C 3.820870 -1.862915 2.356914  -1.478
H 2.242785 -1.975254 0.795797  -0.060
H 2.484396 -0.339861 1.489726  -0.399
H 3.212174 -2.473999 3.027542  0.394
H 4.639950 -2.489158 1.973826  0.510
H 4.281889 -1.058102 2.942161  0.379
C -1.399158 -3.270792 0.743683  0.289
C -1.342608 -4.799088 0.613497  -1.503
H -2.326447 -2.977802 1.250018  0.483
H -0.584210 -2.936645 1.403559  -0.138
H -2.329619 -5.253614 0.730254  0.328
H -0.921802 -5.166757 -0.332104  0.310
H -0.713576 -5.219327 1.410386  0.405
C 0.192952 -2.811750 -1.701976  0.858
C 0.128041 -2.513608 -3.198504  -1.275
H 0.353136 -3.886080 -1.547511  0.501
H 1.049310 -2.303591 -1.241455  -1.326
H -0.836428 -2.807115 -3.637346  0.416
H 0.281401 -1.448827 -3.429995  0.209
H 0.905761 -3.074632 -3.738594  0.450
C -2.713530 -2.676432 -1.780719  -0.542
C -4.051889 -2.578140 -1.055744  -1.073
H -2.524578 -3.693908 -2.142544  0.539
H -2.716532 -2.028601 -2.670508  0.336
H -4.815524 -2.118233 -1.696420  0.346
H -4.422048 -3.575549 -0.763124  0.303
H -3.988920 -1.972145 -0.142194  0.170
C 0.277704 0.801547 4.811986  -0.853
N -0.337633 1.974549 4.140654  0.126
C -1.786136 2.039549 4.497057  -0.904
N -2.511379 0.786299 4.176236  0.118
C -1.847789 -0.338082 4.860654  -0.961
N -0.408360 -0.478622 4.489888  0.062
C -0.219655 -0.894215 3.111768  -0.592
P -0.930414 0.416672 2.011983  1.945
C -0.133975 1.952726 2.702224  -0.936
C -2.629764 0.555884 2.746486  -1.150
H 0.190188 0.958891 5.897375  0.313
H 1.336724 0.740160 4.525426  0.365
H -2.258519 2.871987 3.963174  0.387
H -1.851002 2.195827 5.587985  0.301
H -2.386480 -1.256706 4.601118  0.389
H -1.889416 -0.147580 5.946284  0.318
H 0.839335 -1.060096 2.866324  -0.256
H -0.755116 -1.833568 2.926150  0.569
H -0.582389 2.835325 2.222066  0.323
H 0.938682 1.937703 2.458978  0.327
H -3.189325 -0.372803 2.569495  0.411
H -3.164963 1.385436 2.265935  0.474

Cartesian forces, eV/Å:
0.3 0.5 -0.2
0.0 -0.7 0.1
0.8 -0.2 0.0
-1.1 -0.3 -1.0
0.2 0.3 -0.1
-0.1 -0.1 0.7
0.1 -0.2 0.7
-0.3 0.0 -1.2
-1.4 1.6 -0.8
0.6 1.2 -0.3
-0.9 -0.7 0.3
0.8 -0.4 0.1
-0.6 0.0 0.4
-0.9 -0.8 -0.1
-0.1 -0.6 -0.6
1.0 -0.2 0.1
0.0 0.4 0.1
0.8 0.9 -0.3
-0.4 0.7 -0.8
0.3 0.0 -0.2
0.0 0.3 0.0
0.0 -0.5 0.0
-0.1 0.0 0.1
-0.2 0.1 0.2
0.1 0.1 -0.1
-0.3 0.0 0.0
-0.1 0.2 0.2
-0.4 -0.9 -0.4
0.8 0.0 0.8
0.3 0.1 0.0
0.2 0.1 -0.3
-0.1 -0.3 0.2
0.1 -0.2 0.0
-0.3 0.3 -0.2
-0.1 0.1 0.3
0.3 -0.5 -0.1
0.2 -0.2 -0.2
0.0 -0.3 0.2
0.3 0.0 -0.1
0.1 0.0 0.1
-0.4 -0.1 0.0
-0.1 0.2 -0.2
0.0 -0.5 0.0
0.2 -0.1 0.3
0.3 0.1 0.2
0.1 -0.2 -0.2
0.0 0.1 -0.1
-0.3 0.0 0.2
-0.1 -0.2 -0.1
0.4 0.1 0.1
0.1 -0.4 0.0
0.1 0.1 -0.1
-0.2 -0.1 -0.3
0.1 0.1 -0.1
-0.1 0.2 0.2
-0.2 0.1 -0.2
0.1 -0.3 0.2
0.1 0.1 -0.5
-0.2 0.2 0.0
-0.1 -0.2 -0.1
0.4 0.0 0.1
-0.1 -0.2 0.1
-0.2 0.2 0.2
0.3 0.1 -0.4
-0.5 -0.2 0.3
-0.1 0.1 0.0
0.1 -0.1 0.3
0.2 -0.2 0.2
0.2 0.4 -0.1
-0.1 0.0 -0.2
-0.7 0.0 -0.3
-0.3 0.0 0.5
0.4 -0.6 0.0
0.3 0.3 0.6
0.4 0.4 -0.3
0.0 0.3 0.7
-0.4 0.4 0.2
0.2 0.4 0.6
-0.3 -0.5 0.3
0.3 0.0 0.3
0.1 -0.1 -0.4
-0.2 0.0 0.1
0.1 -0.1 0.2
0.0 0.0 -0.5
0.2 0.1 0.2
0.0 -0.2 -0.5
-0.2 0.1 0.2
0.1 0.3 0.2
0.1 -0.2 0.2
-0.2 0.1 0.1
0.1 0.2 0.0
0.1 -0.2 0.1

Output
**Energy relative to the best compared isomer or geometry (same formula, charge and spin)**: 2.235 eV
**Total charge**: +2
**E_tot**: -6179.7808 Eh
**HOMO energy (spin up / spin down)**: -12.51 / -11.78 eV
**2S+1**: 6